# C3H7N3S

One molecule with the formula C3H7N3S in a non-equilibrium geometry (ωB97M-V with the def2-TZVPD basis set, the OMol25 dataset).

Structure (XYZ):
```
14
C3H7N3S (ωB97M-V with the def2-TZVPD basis set)
H -1.272 2.676 -0.193
N -0.280 2.333 0.000
C 0.015 1.132 -0.113
N 1.276 0.579 0.117
C 1.299 -0.866 -0.270
C -0.006 -1.229 0.142
N -0.771 -0.030 -0.266
S -2.568 -0.108 -0.161
H 2.036 1.112 -0.233
H 1.983 -1.429 0.272
H 1.486 -0.710 -1.439
H -0.029 -1.258 1.243
H -0.507 -2.244 -0.214
H -2.663 0.041 1.116
```

Its spin multiplicity is 1. As for the HOMO-LUMO gap: 9.6 eV. The LUMO energy comes out at 0.0249 hartree. The value obtained for the largest force on an atom is 5.500 eV Å⁻¹. As for the total charge: 0.

# C9H62AsN3O30S2

C9H62AsN3O30S2 as an isolated structure in a non-equilibrium geometry (ωB97M-V with the def2-TZVPD basis set, the OMol25 dataset).

Structure (XYZ):
```
107
C9H62AsN3O30S2 (ωB97M-V with the def2-TZVPD basis set)
O 0.119 -1.974 2.740
N 0.994 -1.262 2.376
O 0.978 -0.045 3.015
C -0.109 0.816 2.510
As 0.121 1.335 0.530
C -1.879 1.321 0.200
C -2.542 -0.075 0.467
C -3.359 -0.580 -0.739
C -2.509 -1.270 -1.825
S -2.355 -3.063 -1.472
C -0.800 -3.368 -0.725
N -0.548 -3.996 0.386
N 0.764 -4.059 0.603
C 1.378 -3.447 -0.452
O 0.382 -3.027 -1.237
C 0.532 2.048 -1.411
S 1.041 0.850 -2.626
O 1.981 1.510 -3.564
O 1.683 -0.333 -2.058
C 0.123 3.327 1.094
O 1.084 3.748 1.774
O -0.817 4.122 0.734
H -1.070 0.338 2.758
H -0.047 1.724 3.119
H 1.675 1.343 0.779
H 0.151 -0.180 0.096
H -2.422 2.106 0.733
H -2.036 1.510 -0.876
H -3.266 0.109 1.252
H -1.836 -0.815 0.873
H -3.961 0.249 -1.123
H -4.070 -1.321 -0.356
H -3.007 -1.202 -2.792
H -1.532 -0.770 -1.856
H 2.421 -3.270 -0.652
H 1.380 2.742 -1.354
H -0.298 2.629 -1.838
H -0.046 0.537 -3.408
O -3.731 -5.981 -2.093
H -3.089 -5.325 -1.787
H -3.371 -6.290 -2.930
O 4.211 4.010 1.670
H 3.243 4.106 1.644
H 4.461 4.481 2.470
O -6.592 -4.275 -1.901
H -6.978 -4.858 -2.561
H -5.639 -4.442 -1.972
O 2.396 -2.914 -3.394
H 2.363 -2.002 -3.069
H 1.499 -3.079 -3.695
O -6.489 -4.263 1.196
H -7.168 -4.841 1.554
H -6.342 -4.598 0.302
O -3.576 -0.916 3.080
H -3.610 -0.616 3.996
H -3.360 -1.853 3.142
O 0.770 6.646 1.653
H 0.815 6.558 2.610
H 0.268 5.849 1.379
O -2.529 4.761 -1.714
H -2.692 5.545 -2.245
H -1.760 4.980 -1.160
O 4.294 1.072 -5.145
H 5.098 1.386 -4.719
H 3.593 1.232 -4.482
O -4.669 -5.566 -4.865
H -5.344 -6.146 -4.499
H -4.523 -5.903 -5.755
O 5.156 5.080 -1.155
H 4.815 5.976 -1.051
H 4.806 4.604 -0.386
O 3.542 -5.916 1.750
H 2.902 -5.302 1.350
H 3.845 -6.448 1.005
O -5.723 -0.187 0.823
H -6.080 0.694 0.969
H -6.057 -0.710 1.560
O 4.521 7.754 -3.033
H 4.121 7.121 -3.638
H 5.465 7.586 -3.111
O 1.838 -8.254 2.324
H 2.408 -7.490 2.151
H 1.002 -8.015 1.912
O 6.817 6.011 1.174
H 6.146 5.454 1.584
H 6.923 5.622 0.297
O -5.345 -1.327 -3.176
H -5.993 -1.926 -2.784
H -5.204 -1.677 -4.061
O 5.200 -1.808 -4.507
H 4.461 -2.336 -4.182
H 4.861 -0.900 -4.478
O -0.345 -5.242 3.169
H -0.528 -4.439 2.661
H 0.457 -5.030 3.653
O 8.143 7.681 3.259
H 7.721 7.066 2.639
H 9.082 7.503 3.160
O -0.836 6.829 4.369
H -1.301 7.168 3.595
H -1.233 7.287 5.115
O -2.518 0.311 5.755
H -1.723 0.656 6.175
H -3.221 0.492 6.386
O 4.032 -2.789 1.878
H 3.992 -2.496 2.793
H 4.271 -3.720 1.932
```

Its spin multiplicity is 1. As for the HOMO-LUMO gap: 3.6 eV. The LUMO energy comes out at 0.0935 hartree. The value obtained for the largest force on an atom is 4.929 eV Å⁻¹. As for the total charge: -2.

# C27H42BCaN8S4

C27H42BCaN8S4 as an isolated structure (ωB97M-V with the def2-TZVPD basis set, the OMol25 dataset).

Structure (XYZ):
```
83
C27H42BCaN8S4 (ωB97M-V with the def2-TZVPD basis set)
Ca -0.232 -0.005 0.020
C -2.989 4.020 -0.096
C -2.715 4.045 1.401
C -3.773 3.189 2.104
C -2.794 5.501 1.870
N -1.372 3.524 1.830
C -1.065 3.591 3.179
C 0.159 3.076 3.350
N 0.633 2.677 2.124
B 2.059 2.065 2.080
N 2.677 2.115 0.656
C 3.143 3.331 0.215
C 3.657 3.163 -1.010
N 3.524 1.825 -1.347
C 2.896 1.192 -0.310
S 2.448 -0.464 -0.200
C 4.022 1.395 -2.695
C 3.974 -0.103 -2.972
C 5.486 1.836 -2.798
C 3.160 2.115 -3.738
N 2.123 0.643 2.700
C 3.354 0.180 3.101
C 3.193 -1.043 3.621
N 1.845 -1.359 3.556
C 1.193 -0.307 2.972
S -0.487 -0.142 2.656
C 1.428 -2.715 4.049
C 2.152 -3.746 3.176
C -0.065 -3.017 4.004
C 1.883 -2.820 5.508
C -0.314 2.942 1.187
S -0.146 2.615 -0.493
H -3.970 4.475 -0.249
H -3.019 3.011 -0.492
H -2.253 4.599 -0.650
H -4.768 3.521 1.808
H -3.699 3.261 3.189
H -3.659 2.144 1.816
H -3.751 5.929 1.572
H -1.998 6.088 1.411
H -2.711 5.589 2.953
H -1.741 3.989 3.911
H 0.740 2.956 4.248
H 2.754 2.764 2.768
H 3.062 4.219 0.817
H 4.095 3.891 -1.666
H 4.535 -0.667 -2.232
H 4.429 -0.270 -3.950
H 2.957 -0.479 -2.998
H 6.075 1.365 -2.010
H 5.597 2.916 -2.717
H 5.893 1.529 -3.760
H 2.109 1.855 -3.595
H 3.463 1.813 -4.741
H 3.259 3.197 -3.662
H 4.247 0.769 2.980
H 3.930 -1.711 4.023
H 1.877 -3.608 2.129
H 1.865 -4.752 3.481
H 3.236 -3.662 3.259
H -0.447 -3.026 2.989
H -0.641 -2.306 4.588
H -0.208 -4.011 4.432
H 2.963 -2.720 5.608
H 1.595 -3.789 5.913
H 1.405 -2.043 6.105
C -3.056 -2.615 -4.612
C -2.990 -1.287 -3.937
C -2.916 -0.083 -4.574
C -2.867 1.087 -3.786
N -2.885 1.043 -2.463
C -2.960 -0.127 -1.826
S -3.039 -0.272 -0.149
N -2.999 -1.283 -2.582
C -2.794 2.439 -4.406
H -3.077 -2.508 -5.692
H -3.951 -3.154 -4.296
H -2.188 -3.218 -4.337
H -2.907 -0.026 -5.652
H -3.097 -2.146 -2.065
H -2.796 2.395 -5.492
H -1.892 2.942 -4.054
H -3.641 3.033 -4.060
```

Its spin multiplicity is 1. As for the HOMO-LUMO gap: 7.1 eV. The LUMO energy comes out at -0.1092 hartree. The value obtained for the largest force on an atom is 0.564 eV Å⁻¹. As for the total charge: +1.